(1)
{"formula": "ClFN2O3", "method": "the ωB97M-V functional and the def2-TZVPD basis", "multiplicity": 1, "energy_ha": -894.998851, "largest_force_ev_per_a": 2.91, "e_lumo_ev": [-1.34, -1.60], "orbital_gap_ev": [8.99, 8.42], "symbols": ["Cl", "F", "O", "O", "O", "N", "N"], "xyz": [[-3.335463, 0.770669, -0.073988], [1.073039, 0.524198, 1.091065], [1.219521, 0.374047, -1.109355], [3.020478, 0.247716, 0.070139], [-1.845443, -0.585851, 0.166854], [1.913773, 0.355920, -0.198674], [-2.045904, -1.686697, 0.053957]], "forces_ev_per_angstrom": [[-1.483, 1.307, -0.247], [0.523, -0.133, -0.773], [-0.890, -0.010, -1.717], [1.857, -0.167, 0.146], [1.306, -2.602, 0.120], [-1.509, 0.284, 2.340], [0.196, 1.321, 0.132]]}

=====

(2)
{"formula": "C52H54BCoF2N4O2PS2", "method": "the ωB97M-V functional and the def2-TZVPD basis", "multiplicity": 2, "energy_ha": -5128.700256, "largest_force_ev_per_a": 1.26, "e_lumo_ev": [-0.37, -0.36], "orbital_gap_ev": [6.89, 7.10], "symbols": ["Co", "S", "S", "P", "F", "F", "O", "O", "N", "N", "N", "N", "C", "C", "C", "C", "C", "C", "C", "C", "C", "C", "C", "C", "C", "C", "C", "C", "C", "C", "C", "C", "C", "C", "C", "C", "C", "C", "C", "C", "C", "C", "C", "C", "C", "C", "C", "C", "C", "C", "C", "C", "C", "C", "C", "C", "C", "C", "C", "C", "C", "C", "C", "C", "B", "H", "H", "H", "H", "H", "H", "H", "H", "H", "H", "H", "H", "H", "H", "H", "H", "H", "H", "H", "H", "H", "H", "H", "H", "H", "H", "H", "H", "H", "H", "H", "H", "H", "H", "H", "H", "H", "H", "H", "H", "H", "H", "H", "H", "H", "H", "H", "H", "H", "H", "H", "H", "H", "H"], "xyz": [[1.688955, 0.189677, -0.219044], [-1.013195, 0.872002, -0.355940], [-0.819507, -1.770439, 1.534002], [1.321755, -0.514955, -2.437754], [2.843477, 2.922091, -0.320634], [1.149562, 2.697787, -1.755726], [2.518559, -3.849479, -0.959596], [2.009353, -1.829854, -0.132362], [1.947431, 0.971734, 1.664237], [-3.585331, 0.573717, 0.078901], [3.893732, 0.231093, 0.035151], [-3.254906, -1.078323, 2.277496], [-5.957746, -5.283613, 2.266282], [-0.968456, 2.449950, 3.468153], [4.886681, -2.361547, 0.815384], [-3.434523, 3.666405, 0.161640], [5.262112, 0.214953, -1.991267], [-3.296321, -2.081999, 3.340912], [2.283626, -2.654696, -1.085000], [5.666809, 0.989768, 1.547477], [-4.428076, -0.220971, 2.181604], [-2.690007, -2.701239, -3.215819], [3.016451, 0.772062, -5.966901], [0.887207, 1.206518, 2.611262], [-0.397953, 0.340112, 4.445290], [-4.234574, -3.208818, 2.979755], [-5.419383, -3.410677, 3.676692], [4.846249, 1.629290, -2.306543], [-4.358168, 2.837468, -0.480514], [-6.279144, -4.447146, 3.324290], [-0.301226, -1.298952, -2.810816], [3.515778, 1.965006, 3.276983], [-2.333840, 0.198086, 0.390190], [-2.128127, -1.962337, -4.247437], [-0.869407, -2.051443, -1.782336], [2.358156, -2.019211, -2.486217], [1.689615, 0.393415, -3.980144], [3.141578, 1.223399, 2.026327], [-1.234237, 1.443049, 4.386484], [-2.193201, -0.889089, 1.468191], [-3.918578, 1.492664, -1.016948], [0.102936, 2.359125, 2.581359], [-4.747864, -0.014477, 0.736987], [-5.683202, 3.246179, -0.576751], [-2.056126, -2.742231, -1.979299], [-0.939441, -1.264811, -4.049091], [-4.775325, -5.082498, 1.559212], [6.086875, -2.379091, -1.394719], [-5.169802, 5.279825, 0.601649], [-3.840104, 4.879076, 0.698446], [4.844533, -0.417055, -0.815612], [0.858799, 1.448994, -4.363146], [2.177207, 1.808988, -6.343122], [6.487004, -1.784751, -2.579549], [2.772706, 0.065599, -4.792795], [-6.089499, 4.464933, -0.040567], [0.419322, 3.522305, 1.676447], [5.280154, -1.704453, -0.482776], [-3.918452, -4.052147, 1.913022], [0.671960, 0.207244, 3.567952], [6.089267, -0.486302, -2.862189], [4.243361, 0.768392, 1.120599], [1.578799, -0.996491, 3.658655], [1.096803, 2.148113, -5.535085], [1.889761, 2.064571, -0.801770], [6.353152, 0.601960, 0.799738], [-5.484333, 6.227287, 1.021858], [-3.041173, 1.592756, -1.644452], [1.890035, -1.342454, 2.671349], [-5.261730, -0.713177, 2.679040], [-7.124707, 4.773570, -0.123785], [-2.398371, 3.349200, 0.231081], [5.080610, 2.307831, -1.484519], [4.113099, 1.335440, 3.940799], [-0.139243, 4.404493, 1.992033], [1.483604, 3.767308, 1.693315], [3.404173, -1.763948, -2.660065], [5.875967, 0.502950, 2.503513], [-0.576937, -0.437537, 5.181412], [-3.605884, -3.257210, -3.380053], [-3.622378, -1.593191, 4.261236], [0.441582, 2.962915, -5.818988], [6.416021, -0.000163, -3.775663], [-5.015767, -0.964994, 0.265212], [5.853166, 2.059134, 1.673963], [2.359185, 2.348936, -7.264681], [-2.072207, 1.533562, 5.069030], [0.020842, 1.724316, -3.732156], [-5.669953, -2.760043, 4.509574], [4.124598, 2.834575, 3.020061], [-2.987337, -3.900685, 1.374200], [7.117491, -2.325650, -3.275918], [5.348113, 1.983251, -3.206302], [3.826835, -2.208014, 1.021671], [6.390848, -3.395670, -1.169607], [-6.404828, 2.611397, -1.083263], [-0.374966, -2.093585, -0.816873], [-0.520343, -0.698810, -4.869753], [-4.718852, 1.035185, -1.601806], [5.066868, -3.434580, 0.762487], [-6.623515, -6.093134, 1.993107], [-5.583681, 0.676041, 0.636130], [5.472994, -1.958074, 1.650571], [-1.586334, 3.342334, 3.449659], [2.028650, -2.727514, -3.241162], [-3.117691, 5.518837, 1.192614], [-2.287590, -2.453990, 3.480412], [-4.517254, -5.738469, 0.736585], [-2.607727, -1.930927, -5.217875], [2.479758, -0.759905, 4.234032], [3.864845, 0.504150, -6.585749], [-4.242343, 0.742622, 2.668434], [-2.483197, -3.317939, -1.164529], [3.438397, -0.743850, -4.517174], [-7.196724, -4.600285, 3.879057], [2.634857, 2.300777, 3.814899], [0.146801, 3.308378, 0.639203], [3.772135, 1.697700, -2.477986], [1.069587, -1.817603, 4.162521]], "forces_ev_per_angstrom": [[0.362, 0.397, -1.143], [-0.015, -0.144, 0.372], [0.155, -0.230, 0.154], [0.150, -0.120, 0.008], [-0.269, -0.208, -0.114], [0.235, -0.089, 0.338], [-0.040, 0.267, 0.031], [-0.404, -0.253, 0.451], [-0.313, -0.403, 0.144], [-0.315, -0.247, -0.130], [-0.101, -0.555, -0.492], [-0.153, 0.298, 0.113], [0.019, 0.048, -0.002], [0.000, -0.031, 0.054], [0.055, 0.069, 0.029], [-0.031, -0.014, 0.002], [-0.059, 0.155, -0.056], [0.006, -0.001, -0.175], [0.026, 0.023, 0.106], [-0.037, -0.050, 0.109], [0.142, -0.063, 0.108], [0.041, 0.023, 0.021], [0.003, -0.027, 0.084], [-0.032, -0.211, 0.006], [-0.067, 0.035, 0.037], [-0.008, -0.019, -0.010], [-0.007, -0.041, -0.007], [0.068, -0.141, 0.074], [0.016, -0.042, 0.062], [0.045, 0.012, -0.012], [-0.062, 0.006, 0.011], [0.048, -0.089, -0.008], [-0.100, 0.281, 0.037], [0.067, 0.039, 0.040], [0.070, -0.074, -0.033], [-0.062, 0.074, 0.131], [0.010, -0.027, -0.024], [0.423, 0.420, 0.087], [0.040, 0.061, -0.093], [-0.166, 0.072, -0.107], [0.118, 0.114, 0.202], [-0.013, 0.190, -0.036], [0.083, 0.063, -0.138], [0.009, 0.049, -0.016], [0.026, 0.037, -0.035], [-0.042, 0.005, 0.073], [-0.014, 0.015, 0.036], [0.013, -0.033, -0.006], [0.027, -0.042, -0.036], [-0.021, -0.044, -0.015], [-0.020, 0.157, -0.014], [-0.017, 0.017, 0.064], [-0.034, -0.010, 0.025], [0.015, 0.030, -0.020], [0.020, -0.002, -0.029], [0.024, -0.035, 0.005], [-0.033, -0.149, -0.019], [-0.117, -0.105, 0.102], [0.000, -0.008, 0.005], [0.045, -0.208, -0.085], [-0.019, 0.004, -0.002], [0.327, 0.391, 0.424], [-0.038, 0.101, -0.054], [0.036, -0.009, -0.032], [-0.287, 0.315, -0.056], [0.013, -0.016, -0.007], [0.014, -0.026, -0.015], [0.099, -0.015, -0.094], [-0.032, -0.029, 0.005], [0.013, -0.048, 0.033], [0.037, -0.015, -0.001], [-0.065, 0.016, 0.007], [-0.018, 0.000, -0.027], [-0.006, 0.018, -0.021], [0.014, -0.026, -0.001], [-0.062, -0.023, -0.040], [0.053, 0.030, -0.009], [-0.021, 0.039, -0.040], [0.031, 0.016, -0.064], [0.008, 0.044, 0.011], [-0.017, 0.042, 0.013], [0.012, -0.030, 0.014], [-0.008, -0.023, 0.038], [-0.016, -0.015, -0.047], [-0.012, -0.039, 0.008], [0.003, 0.005, 0.044], [0.046, 0.006, -0.023], [0.034, -0.004, -0.034], [0.017, -0.032, -0.037], [-0.005, -0.027, -0.009], [-0.061, 0.001, 0.043], [-0.047, 0.019, 0.032], [0.003, -0.012, 0.004], [0.063, -0.037, 0.008], [-0.016, 0.066, 0.017], [0.038, 0.032, 0.030], [-0.076, -0.005, -0.196], [0.035, 0.011, -0.010], [-0.020, -0.032, 0.013], [-0.002, 0.044, 0.005], [0.023, 0.026, 0.003], [0.005, 0.052, -0.036], [-0.024, -0.022, -0.066], [0.028, -0.046, -0.017], [0.030, -0.045, -0.086], [-0.024, -0.033, -0.030], [0.128, -0.004, 0.034], [-0.007, 0.020, 0.023], [0.001, 0.001, 0.003], [0.004, 0.001, -0.028], [-0.038, 0.002, 0.013], [0.009, -0.002, 0.054], [0.048, 0.006, -0.025], [-0.044, 0.034, -0.026], [0.023, 0.010, -0.014], [-0.017, 0.000, 0.032], [0.026, -0.010, 0.020], [-0.056, -0.001, -0.046], [0.010, 0.031, -0.002]]}

=====

(3)
{"formula": "C14H21N2O", "method": "the ωB97M-V functional and the def2-TZVPD basis", "multiplicity": 1, "energy_ha": -730.473653, "total_charge": 1, "largest_force_ev_per_a": 3.07, "e_lumo_ev": -3.43, "orbital_gap_ev": 8.88, "symbols": ["O", "N", "N", "C", "C", "C", "C", "C", "C", "C", "C", "C", "C", "C", "C", "C", "C", "H", "H", "H", "H", "H", "H", "H", "H", "H", "H", "H", "H", "H", "H", "H", "H", "H", "H", "H", "H", "H"], "xyz": [[-0.253167, -1.886209, 0.778544], [0.804029, 0.574007, 1.808933], [-0.521278, 0.550091, 1.487734], [-2.530598, 1.718905, 0.941034], [1.754292, -1.128225, -0.925920], [2.373276, 0.051143, -2.964290], [-1.039570, 1.639986, 0.625367], [-2.812858, 0.737291, 2.073574], [3.408498, 0.529113, -3.911950], [-1.287748, -2.875826, 0.887759], [0.116486, 0.217108, -2.130686], [0.492220, -0.506799, -0.970835], [1.066619, 0.522420, -3.097324], [1.185834, 0.454670, 3.030541], [-0.500547, -0.779590, 0.078317], [-1.467525, 0.230520, 2.565413], [2.667541, -0.851396, -1.943012], [-0.864228, 1.344308, -0.416384], [-1.367232, -0.835344, 2.775600], [-1.231219, 0.757179, 3.501241], [-3.123982, 1.497610, 0.048951], [4.365761, 0.054512, -3.709410], [0.780666, 1.165448, -3.925528], [-1.601568, -3.222955, -0.101967], [3.656575, -1.300364, -1.914978], [3.552998, 1.614924, -3.877544], [-2.148057, -2.477892, 1.449491], [-3.416947, -0.120250, 1.788617], [3.108221, 0.288617, -4.935419], [-2.769738, 2.748955, 1.223826], [0.522488, 0.057641, 3.827823], [-0.517292, 2.596622, 0.697708], [-1.549526, -0.475334, -0.086811], [2.001621, -1.795838, -0.097449], [-0.811546, -3.698633, 1.418978], [2.204656, 0.777104, 3.295861], [-0.910572, 0.583633, -2.185507], [-3.336583, 1.242848, 2.889702]], "forces_ev_per_angstrom": [[-0.108, -0.037, -0.223], [1.945, 2.061, 1.193], [-0.067, -1.262, -0.773], [-0.116, 0.533, -0.387], [-0.072, 0.409, -0.241], [-0.467, 0.134, 0.168], [0.320, 0.591, -0.709], [-0.415, -0.449, 0.562], [0.421, -0.121, -0.561], [-0.217, -0.001, 0.187], [0.389, 0.073, 0.779], [-0.148, -0.062, -0.406], [-0.690, -0.032, 0.501], [-0.706, -0.407, -0.501], [-0.610, -0.398, 0.826], [-0.207, 0.298, 0.189], [-0.039, -0.068, 0.569], [-0.086, 0.370, 0.529], [-0.289, 0.006, -0.003], [0.324, 0.022, -0.447], [0.040, 0.002, 0.164], [0.069, 0.022, -0.087], [0.148, -0.153, 0.035], [0.063, 0.147, 0.132], [-0.119, 0.069, 0.064], [-0.144, -0.177, 0.163], [0.241, -0.218, -0.190], [-0.258, 0.147, -0.308], [0.123, 0.015, 0.010], [-0.089, -0.273, 0.029], [0.592, 0.577, -0.357], [0.099, -0.250, 0.709], [0.385, -0.905, -0.441], [-0.007, 0.298, -0.334], [-0.258, 0.058, 0.032], [-0.367, -0.726, -0.419], [0.308, -0.061, -0.319], [0.010, -0.234, -0.137]]}

=====

(4)
{"formula": "C16H23O2Ru", "method": "the ωB97M-V functional and the def2-TZVPD basis", "multiplicity": 6, "energy_ha": -868.466465, "total_charge": -2, "largest_force_ev_per_a": 4.48, "e_lumo_ev": [5.48, 5.33], "orbital_gap_ev": [3.20, 3.35], "symbols": ["Ru", "O", "O", "C", "C", "C", "C", "C", "C", "C", "C", "C", "C", "C", "C", "C", "C", "C", "C", "H", "H", "H", "H", "H", "H", "H", "H", "H", "H", "H", "H", "H", "H", "H", "H", "H", "H", "H", "H", "H", "H", "H"], "xyz": [[0.104517, -0.172357, 1.332691], [-0.801855, 0.042107, -0.447635], [-0.232718, 0.661857, 3.080145], [1.281677, 1.420860, -0.496599], [2.022200, 0.332905, 0.050638], [-0.281251, -1.091674, -3.608332], [-0.169845, 1.413188, -4.041787], [-0.061492, -2.267598, 0.365854], [-0.737377, -2.021474, 2.563394], [-0.787442, 0.263667, -3.346122], [1.110671, -2.239357, 1.182950], [-1.733546, 0.893009, -1.037655], [0.881496, 2.274541, 0.571805], [0.696495, -2.021907, 2.542397], [-1.199783, -2.164692, 1.228746], [1.487107, 1.812650, 1.765598], [-0.049565, 0.470543, 4.462454], [2.151264, 0.560402, 1.478610], [-1.977011, 0.449842, -2.514908], [2.125214, -2.385416, 0.833895], [-2.570882, -0.480060, -2.495761], [-0.919882, 0.954006, 4.915170], [-2.685472, 0.846957, -0.479941], [-1.385566, 1.941380, -1.049735], [1.549536, 2.360235, 2.694552], [0.237427, 3.146821, 0.480491], [-0.015443, -0.579036, 4.783819], [-0.593462, 1.587008, -5.049963], [1.135781, 1.610094, -1.557655], [2.783138, -0.006425, 2.159899], [-0.763012, -1.563610, -4.487582], [1.361022, -1.961491, 3.395195], [-2.604252, 1.241128, -2.961054], [-0.448259, -1.745461, -2.738270], [0.862695, 0.996542, 4.772673], [-2.235377, -2.225714, 0.910961], [-0.075067, -2.426418, -0.711409], [-0.288808, 2.347526, -3.471556], [2.486577, -0.476931, -0.509343], [0.907601, 1.235736, -4.189327], [-1.366027, -1.966367, 3.442223], [0.798963, -1.067006, -3.819515]], "forces_ev_per_angstrom": [[-0.003, 0.843, -0.042], [-2.692, 0.876, -3.473], [-1.164, 0.740, 3.998], [1.165, 0.417, 0.429], [0.687, 1.491, -0.163], [0.428, -0.459, 0.111], [0.377, 0.254, 0.007], [0.166, -1.747, 0.691], [0.244, -1.414, -0.121], [0.188, 0.111, 0.027], [-0.730, -1.190, 0.455], [1.550, -1.534, 0.751], [1.068, 0.544, -0.617], [-0.467, -1.739, -0.392], [-0.145, -1.149, 0.099], [1.476, -0.294, -1.028], [-0.680, 0.640, -2.357], [1.103, 1.981, -0.630], [-1.053, 0.296, 0.402], [-0.072, 0.301, 0.075], [0.134, 0.164, 0.061], [-0.066, 0.019, 0.861], [-0.346, 0.273, -0.158], [-0.021, 0.228, -0.007], [-0.437, -0.297, 0.147], [0.185, -0.108, 0.020], [0.121, -0.179, 0.091], [-0.059, 0.017, 0.009], [-0.416, -0.269, 0.274], [-0.205, 0.107, -0.099], [-0.017, -0.032, 0.026], [-0.101, 0.192, -0.066], [-0.203, -0.033, -0.102], [0.033, 0.209, -0.268], [0.309, -0.027, 0.457], [0.159, 0.174, 0.069], [-0.010, 0.324, 0.433], [0.021, -0.222, -0.138], [-0.255, 0.168, 0.136], [-0.186, 0.154, 0.041], [0.072, 0.278, -0.061], [-0.156, -0.110, 0.053]]}